# 1
C20H55MgN8NaO14 | ωB97M-V/def2-TZVPD

```
99
Properties=species:S:1:pos:R:3:forces:R:3
H -2.492 2.047 1.262 1.6 0.2 -0.1
C 2.217 0.092 -5.378 0.5 -1.2 -1.4
C 1.526 -2.750 6.742 1.3 -1.6 -0.1
H 1.547 -2.839 -3.776 -0.2 -0.2 0.2
H -0.189 4.972 -1.241 -0.2 -0.9 0.7
H 1.194 0.142 -5.003 0.2 0.0 1.1
C 2.166 -3.853 5.792 0.1 1.9 -0.7
H 4.578 -0.406 -3.790 0.4 0.4 0.9
C -4.897 0.830 5.122 -0.2 0.0 0.0
C 2.067 -2.696 -2.829 1.1 1.3 -1.2
H 5.321 4.556 -2.242 -0.8 -1.3 0.5
H 1.343 -4.393 5.324 -0.4 -0.8 1.2
H 4.536 4.472 -3.851 0.3 0.1 0.1
H -2.823 -3.295 -2.408 0.0 -0.3 0.2
H 2.861 -0.446 8.557 -0.4 0.4 0.6
H -0.159 6.108 -4.097 0.1 0.2 -0.1
H 1.339 -1.306 8.974 0.0 -0.2 0.0
O 1.461 4.277 3.012 0.2 0.5 -1.4
H -5.347 -6.876 -4.820 -0.2 -0.8 0.1
O 1.806 -0.126 1.340 1.8 -1.3 0.4
N 1.065 3.903 4.157 0.2 0.8 -0.6
O 3.167 4.714 -2.372 -0.5 -1.0 1.5
C 0.865 4.678 -2.877 0.5 -0.6 -1.2
C -4.681 1.481 1.106 0.4 0.3 -0.2
H -4.342 -5.137 -5.878 0.1 0.6 -0.4
N -6.000 -6.254 -5.274 1.1 0.2 2.1
O -5.157 1.571 3.933 1.4 -0.2 0.2
H 2.007 -0.151 -6.419 0.3 -0.3 -0.2
H 4.771 -1.709 -1.529 0.6 -0.1 0.1
O 1.609 2.905 4.638 -0.4 -0.3 0.8
H 1.398 -0.119 7.632 -0.4 0.1 0.0
H 1.898 -2.581 4.187 -0.1 -0.3 -0.3
H -3.979 -5.262 -3.522 -0.2 -0.2 0.3
H -2.263 3.460 2.166 0.5 -0.2 0.0
H 1.083 -3.369 7.523 -0.3 0.4 0.5
O 2.498 -1.822 7.306 -0.8 -2.4 -2.0
H 4.180 -4.239 6.711 -0.5 1.4 0.6
H -2.984 -1.734 -3.106 -0.4 0.1 -0.5
C 3.236 -4.719 6.450 1.0 0.0 0.3
H -3.037 1.687 3.488 -0.2 -0.9 0.3
N 1.090 0.519 0.585 -2.8 -2.1 3.8
H 3.086 0.071 -2.946 -0.6 -0.3 -0.1
C -6.266 -4.011 -5.900 1.2 2.0 0.3
C -4.687 -4.518 -3.886 0.1 0.7 -2.5
H -0.429 4.454 -4.609 0.2 0.0 0.0
O -0.099 0.260 0.500 -2.1 -1.7 -0.7
Mg 2.573 4.336 0.057 -0.6 -1.8 -0.4
H -5.568 -4.412 -3.253 0.3 0.5 0.6
O 6.211 0.968 0.160 -0.9 0.7 1.5
C -0.281 5.088 -3.734 -0.8 0.7 -1.4
O 5.021 2.671 0.878 -2.4 2.6 -2.8
H -4.889 1.456 6.014 -0.1 0.3 0.1
H 3.081 -3.729 3.927 -0.2 0.1 -0.2
H -5.667 0.068 5.242 -0.1 0.1 -0.1
C 3.552 -0.697 -3.564 1.6 -2.4 -0.9
H -4.315 0.477 1.319 0.0 0.0 0.8
C 1.947 -0.893 8.168 0.7 1.0 0.3
H 2.692 1.070 -5.450 0.2 0.1 0.6
H 2.880 -5.195 7.364 -0.1 -0.1 -0.1
H -4.315 1.593 0.085 -0.2 0.5 -0.2
H -4.780 3.481 1.777 -0.1 0.2 0.6
H 2.131 -3.589 -2.208 -0.2 0.0 -0.3
H -6.948 -4.301 -6.700 0.2 -1.0 0.3
N 2.642 -3.121 4.604 1.5 0.8 0.4
H 3.815 -5.442 5.876 -1.3 -0.7 -0.9
H 4.035 -2.808 -3.798 0.3 0.3 0.1
H -4.450 -2.548 -2.403 0.3 0.5 0.6
H -3.933 0.320 5.121 0.2 -0.1 -0.4
H -6.187 -6.667 -6.177 0.2 0.6 -0.3
C -3.975 2.241 3.471 -0.7 0.7 -1.1
H -5.770 1.460 1.070 0.1 0.0 0.2
N -2.797 2.992 1.447 -0.5 -0.3 -0.4
H -6.839 -3.621 -5.059 -0.3 0.1 -0.2
N 4.050 -2.391 -1.715 2.0 0.6 -0.1
C -3.523 -2.671 -2.964 -0.2 -0.4 0.3
C 2.233 5.136 -3.377 -0.2 -1.0 0.3
H 1.644 -1.867 -2.262 -0.7 -0.3 0.1
O 1.430 1.543 0.110 3.5 6.2 -3.5
C -4.100 2.652 1.975 -1.6 -1.0 -0.1
N 5.715 1.663 1.087 0.8 0.3 -1.2
H -5.742 -3.176 -6.365 0.0 0.4 0.3
H -3.750 3.126 4.067 -0.3 0.3 0.3
O 5.930 1.557 2.273 1.4 -2.7 2.3
C 3.540 -2.161 -3.074 -2.2 -0.6 2.9
N 0.708 5.274 -1.594 -0.5 0.2 2.4
H 0.793 3.592 -2.825 0.7 -0.1 0.4
O 0.195 4.596 4.712 0.6 -1.1 0.1
H 4.705 5.936 -2.791 -0.2 0.5 -0.9
H 2.383 6.207 -3.510 -0.5 0.2 0.0
H 0.374 6.192 -1.848 0.8 1.2 0.5
Na 3.691 0.082 4.589 -0.2 0.0 -0.4
H 0.732 -2.270 6.170 0.0 0.4 0.1
C -5.236 -4.948 -5.283 -1.0 -1.8 -1.3
H -1.230 5.093 -3.198 0.0 -0.3 0.2
H 2.457 4.641 -4.322 0.2 -0.1 0.0
O 3.085 -0.962 -4.876 -2.7 2.7 -1.2
H 3.412 -2.218 -0.951 -0.7 0.0 -0.4
O -3.915 -3.288 -4.171 -1.0 -1.2 0.2
C 4.467 4.874 -2.840 1.8 1.3 -0.5
```
Forces are in eV/Å.

Listed below, in e, are the Löwdin charges computed for each atom: 0.06 -0.10 -0.15 0.07 0.11 0.08 -0.39 0.12 -0.11 -0.05 0.11 0.13 0.10 0.08 0.09 0.09 0.09 -0.15 0.05 -0.05 -0.63 -0.26 -0.45 -0.06 0.13 0.01 -0.18 0.08 0.06 -0.06 0.09 0.07 0.12 0.07 0.12 -0.20 0.08 0.09 -0.06 0.12 -0.71 0.13 -0.08 -0.15 0.10 -0.04 1.36 0.12 -0.03 -0.05 -0.13 0.08 0.08 0.08 -0.19 0.08 -0.13 0.07 0.08 0.07 0.12 0.07 0.07 0.02 0.07 0.13 0.08 0.08 0.06 -0.20 0.07 0.03 0.08 0.01 -0.12 -0.15 0.07 -0.07 -0.43 -0.64 0.07 0.12 -0.03 -0.39 0.04 0.16 -0.03 0.10 0.14 0.10 0.79 0.12 -0.41 0.10 0.14 -0.21 0.06 -0.20 -0.10

# 2
C20H55N5O5 | ωB97M-V/def2-TZVPD

```
85
Properties=species:S:1:pos:R:3:forces:R:3
H -6.739 -7.274 -1.148 -0.3 -0.2 -0.4
H 7.909 -0.517 2.141 -0.2 -0.1 -0.2
H -1.198 0.442 -0.389 0.5 0.3 0.7
H -8.028 -4.239 0.698 0.4 0.0 -0.7
H 0.424 2.392 -8.060 -0.5 -0.1 -0.3
C 9.427 1.831 2.014 -0.2 -0.5 1.1
H -5.089 4.092 6.025 -0.5 0.7 -0.1
H 2.442 -1.151 3.954 0.2 0.2 -0.3
H 9.466 -0.771 1.348 0.3 -0.5 0.1
N -6.121 4.964 3.563 -1.6 0.4 0.1
N -9.246 -6.554 -0.274 -0.4 -0.2 -0.3
H 5.420 4.115 -11.862 0.3 -0.7 1.3
H 3.222 1.896 -7.652 -0.5 0.3 0.4
H 0.144 2.408 -9.713 -0.8 -0.4 0.3
H -6.130 2.953 5.144 0.0 -0.5 0.1
H -5.160 1.305 6.768 -0.4 0.0 -0.4
C 1.970 2.919 -9.207 0.7 -0.9 2.0
H 8.573 -3.812 3.409 -0.3 0.4 0.8
O 3.790 3.111 -10.717 1.4 -0.2 -0.7
H 1.396 0.261 3.779 -0.3 -0.1 0.2
H 0.777 -1.416 4.225 -0.3 0.5 0.5
C 1.459 -0.816 3.623 -0.6 -1.0 0.5
O 9.113 -1.806 3.239 0.0 0.2 -1.5
H 9.952 2.679 2.452 0.0 0.0 0.1
H -5.856 -6.608 0.083 0.3 1.0 -0.1
C 2.497 1.688 -8.439 2.0 -1.3 -0.8
H -7.867 -7.277 1.134 0.0 -0.2 -0.3
H 1.804 0.630 1.553 -0.1 0.1 0.4
H 11.129 -0.513 3.513 -0.4 0.0 0.1
C -7.972 -6.461 0.419 1.6 2.4 -0.4
H -4.852 3.588 2.895 0.6 -0.6 0.5
H -4.194 2.545 7.484 0.3 0.1 0.3
H -6.692 -5.559 -1.244 0.1 0.4 0.6
H -8.722 -5.112 1.971 -0.3 -0.3 0.2
N 10.806 0.440 3.428 1.8 -0.1 0.6
C -7.898 -5.163 1.261 0.0 0.2 1.6
C -4.940 4.187 3.802 0.9 1.4 2.1
H 1.855 2.084 -11.147 1.2 -1.4 -0.2
C -6.730 -6.379 -0.527 -0.6 -2.3 0.4
C 8.974 -0.671 2.316 -0.5 0.5 1.7
H 7.197 -2.552 3.200 -0.1 -0.5 0.6
H -0.975 -0.649 -1.616 0.0 -0.8 0.0
N 0.538 2.902 -8.925 -0.2 1.2 -1.3
C -5.138 3.404 5.181 0.9 0.4 -1.4
H -3.963 6.031 4.711 -0.7 -0.4 0.5
H 1.494 -2.251 2.056 0.3 -0.1 -0.1
H -6.273 -3.076 2.756 -0.6 0.1 -0.9
C 1.205 -1.209 2.197 -0.6 0.4 -0.9
H 1.551 -0.507 0.461 0.7 0.3 -0.7
H -3.451 1.078 6.732 0.2 0.3 0.1
H -9.134 -7.136 -1.092 0.1 -0.7 0.1
C -6.631 -4.062 3.055 -0.3 -0.9 0.1
H -3.743 5.836 3.059 0.5 -0.3 -0.3
C 9.467 0.642 3.034 -0.8 -0.8 -2.1
C -0.218 -1.057 1.603 -0.7 -0.2 1.3
H -2.854 4.779 4.253 0.2 0.1 -0.4
H -6.055 5.438 2.674 0.0 -0.2 -0.3
H 3.867 4.462 -12.291 -0.5 -0.3 -0.5
H 1.879 3.674 -11.277 0.1 1.0 0.4
C 4.456 3.614 -11.942 -2.0 -0.1 0.5
H 2.417 3.745 -8.653 0.0 0.5 -0.6
C 8.204 -2.892 2.957 0.4 0.8 -0.6
H 11.143 0.977 4.214 -0.2 0.0 -0.1
C -4.221 1.845 6.648 0.0 -0.5 0.6
H -6.123 5.733 4.218 -0.3 0.1 0.3
C -3.799 5.245 3.974 0.4 -0.9 -0.5
O -6.662 -5.109 2.051 -0.3 0.6 -0.1
O -4.062 2.504 5.437 -0.6 0.0 -1.2
H 1.767 0.946 -8.116 -0.4 0.6 0.4
H 8.395 2.137 1.844 0.0 0.0 -0.4
H -7.589 -4.049 3.574 -0.3 0.5 -0.2
C 2.387 2.914 -10.683 -0.8 1.5 0.1
H 4.536 2.804 -12.667 -0.1 0.2 -0.1
H 8.733 0.815 3.822 0.1 0.2 0.4
H 9.984 1.578 1.112 -0.3 -0.1 -0.1
C -1.213 -0.635 -0.553 0.6 0.9 -0.2
H 8.125 -3.193 1.912 0.4 0.5 -0.5
N 1.984 -0.345 1.360 1.3 -0.2 -1.2
H -2.266 -0.862 -0.388 0.1 -0.9 0.2
O -0.203 -1.353 0.190 -1.2 0.8 0.5
H -9.529 -5.709 -0.748 0.1 0.8 0.5
H -0.549 -0.048 1.850 0.2 0.6 -0.6
H 3.115 1.030 -9.050 0.3 0.1 -0.6
H -0.981 -1.622 2.140 0.0 -0.8 -0.2
H -5.922 -4.247 3.863 0.3 -1.0 -0.3
```
Forces are in eV/Å.

Output
SMILES string   COC[C@H](C)N.COC[C@H](C)N.COC[C@H](C)N.COC[C@H](C)N.COC[C@H](C)N
Energy relative to the best compared isomer or geometry (same formula, charge and spin)   96.4 kcal/mol

Listed below, in e, are the Löwdin charges computed for each atom: 0.06 0.11 0.08 0.12 0.06 -0.07 0.12 0.08 0.12 0.00 0.03 0.08 0.07 0.06 0.12 0.08 -0.42 0.08 -0.19 0.08 0.08 -0.07 -0.21 0.07 0.07 -0.08 0.14 0.07 0.07 -0.41 0.14 0.09 0.08 0.11 0.03 -0.19 -0.39 0.12 -0.07 -0.17 0.08 0.08 0.02 -0.18 0.07 0.14 0.08 -0.46 0.05 0.09 0.06 -0.10 0.07 -0.45 -0.20 0.07 0.07 0.08 0.11 -0.05 0.13 -0.11 0.08 -0.14 0.07 -0.08 -0.20 -0.19 0.07 0.07 0.08 -0.22 0.08 0.13 0.07 -0.10 0.08 0.03 0.08 -0.19 0.07 0.12 0.07 0.12 0.08

# 3
C20H55N5O5 | ωB97M-V/def2-TZVPD

```
85
Properties=species:S:1:pos:R:3:forces:R:3
C 0.447 -2.745 -1.928 -2.5 -0.1 -1.1
H -3.459 0.420 4.880 0.0 0.1 -0.1
H -1.486 1.300 -3.056 -0.7 0.4 -0.9
C 3.996 2.141 -1.712 -1.4 -1.1 0.9
H 1.410 2.995 4.366 -0.2 0.2 -0.1
O 4.372 3.402 1.038 -0.1 -0.3 -0.2
H -0.288 2.364 4.324 0.0 0.3 -0.1
H 4.058 5.166 0.007 -0.7 -0.1 -0.1
H -0.376 4.033 -2.297 0.2 -0.1 0.1
C 0.643 -0.130 1.424 -0.1 -1.5 -0.2
H -1.037 -1.409 1.325 0.1 0.3 0.5
H -1.423 3.443 -4.853 -0.4 -0.3 -0.1
H -0.671 -3.352 3.765 0.2 -0.5 -0.2
C -3.511 -0.505 2.966 -0.3 1.1 0.8
O -0.972 1.530 -5.603 -0.2 0.2 0.1
C -4.204 0.310 4.076 1.3 0.0 1.0
N -4.454 -0.744 1.893 -0.3 -0.6 -0.5
H 2.469 5.083 -1.922 0.1 -0.1 0.0
H 3.348 1.668 -2.457 0.0 0.2 -0.2
N 0.518 1.450 -2.948 0.6 1.0 0.4
H -0.482 -2.147 -1.914 0.2 0.3 0.2
C 0.521 -6.395 -0.707 1.0 0.3 -0.2
H -1.504 2.862 -7.077 -0.1 0.0 -0.3
H 1.477 -5.862 -0.772 -0.1 -0.1 -0.3
H -5.025 -0.170 4.606 -0.4 0.0 -0.6
H -4.120 -1.413 1.206 0.2 0.0 0.2
H 3.463 2.938 2.788 0.2 -0.2 -0.1
H 0.127 2.178 -7.263 0.1 -0.1 0.0
C -1.062 3.185 -2.235 -0.5 0.7 -0.7
C -0.754 2.588 -4.695 0.7 0.3 -0.2
H 1.293 -0.920 1.828 0.1 0.4 0.6
H -2.101 -6.472 -0.452 -0.3 0.2 0.3
H 1.686 0.032 -0.481 -0.2 -0.3 0.1
H 3.968 1.421 -0.884 0.6 -0.1 -0.2
H 0.967 1.561 5.262 -0.1 -0.2 0.0
H -0.505 0.110 3.244 0.1 -0.2 -0.1
C 3.281 3.371 -1.134 0.9 0.4 -1.1
H 2.307 3.780 -2.863 0.2 -0.1 0.0
H -2.706 0.167 2.643 0.4 -0.5 -0.1
O -2.256 -2.595 2.755 -0.4 0.0 -0.4
H 0.241 -3.364 -2.815 0.6 -0.1 -0.1
H 5.226 4.075 -0.650 0.0 0.0 0.0
H -0.600 1.514 2.185 -0.1 -0.2 -0.4
H -2.055 3.590 -2.455 0.0 0.0 0.0
H -0.040 -1.497 0.090 0.1 0.2 0.0
H -2.386 -1.583 4.518 -0.1 0.5 -0.1
H 0.461 1.138 -1.986 0.2 -0.3 -0.1
H 2.492 0.820 0.830 -0.2 0.3 0.1
C 4.237 4.100 -0.189 0.4 -0.4 0.2
H 0.255 2.977 -4.896 0.1 0.2 0.2
H -4.403 1.342 3.789 -0.5 -0.2 -0.3
C 1.501 0.614 0.427 0.0 0.3 -0.3
H 0.784 0.684 -3.549 -0.4 -0.1 -0.1
H 2.380 3.016 -0.622 0.2 0.1 0.1
C -1.645 -3.704 3.406 -0.2 0.7 0.2
C 3.266 3.519 1.884 -0.1 0.3 1.4
H 4.998 2.215 -2.123 0.1 0.6 0.2
H 1.245 -2.040 -2.131 0.6 -0.5 0.7
H 0.160 -6.573 -1.724 -0.2 0.3 0.0
C -3.004 -1.771 3.631 -0.1 -0.6 -0.2
H -1.136 2.841 -1.204 0.4 -0.3 -0.1
N -1.671 -6.308 0.466 0.0 0.3 -1.3
C -0.768 2.103 -3.271 0.3 -1.5 1.3
O 0.472 -3.552 -0.778 1.3 0.4 0.2
H -1.630 -4.526 2.694 0.4 0.0 0.0
H 1.010 1.533 0.093 0.1 0.1 0.2
N -0.449 -0.829 0.733 -0.4 0.2 -0.7
H 3.155 4.550 2.249 -0.1 0.2 -0.3
H -4.627 0.105 1.371 0.0 0.1 0.2
C -0.419 -5.553 0.150 -0.3 -1.7 0.4
C 0.774 2.111 4.334 0.2 -0.3 0.2
H -1.387 -7.259 0.688 0.1 0.1 0.4
H -1.394 -3.640 0.090 -0.1 0.1 -0.1
H 0.023 -5.439 1.145 0.3 0.6 -0.3
H 0.777 -7.386 -0.324 -0.3 0.1 0.4
N 2.968 4.258 -2.254 -0.5 0.4 -0.1
C -0.732 -4.239 -0.545 -0.2 -0.1 0.5
H -2.198 -4.023 4.297 -0.2 0.0 -0.2
H 2.289 3.157 1.554 0.2 0.0 -0.6
O 1.150 1.354 3.206 0.1 -0.2 -0.1
H -3.892 -2.324 3.972 0.0 0.0 0.0
C -0.898 1.961 -6.957 -0.3 -0.3 0.8
C 0.073 0.717 2.534 0.3 0.5 0.6
H -1.319 1.124 -7.505 0.1 0.2 -0.4
H -1.238 -4.448 -1.496 -0.1 -0.1 0.0
```
Forces are in eV/Å.

Output
SMILES string   COC[C@H](C)N.COC[C@H](C)N.COC[C@H](C)N.COC[C@H](C)N.COC[C@H](C)N
Energy relative to the best compared isomer or geometry (same formula, charge and spin)   23.7 kcal/mol

Listed below, in e, are the Löwdin charges computed for each atom: -0.12 0.07 0.14 -0.06 0.08 -0.17 0.09 0.12 0.07 -0.41 0.04 0.12 0.09 -0.45 -0.19 -0.07 0.05 0.07 0.06 0.05 0.09 -0.07 0.08 0.08 0.08 0.07 0.09 0.09 -0.06 -0.23 0.15 0.07 0.07 0.06 0.09 0.12 -0.44 0.05 0.11 -0.23 0.09 0.12 0.13 0.08 0.03 0.13 0.03 0.08 -0.20 0.13 0.07 -0.06 0.07 0.10 -0.08 -0.14 0.08 0.08 0.08 -0.22 0.07 0.03 -0.42 -0.20 0.07 0.07 0.07 0.09 0.07 -0.43 -0.10 0.06 0.12 0.13 0.07 0.03 -0.21 0.09 0.07 -0.20 0.14 -0.10 -0.20 0.09 0.13

no.,gap between HOMO and LUMO (Eh)
1,0.173
2,0.337
3,0.354